102
Properties=species:S:1:pos:R:3:forces:R:3 method="wB97M-V/def2-TZVPD" energy_ha=-5618.56801 mol_weight_g_mol=973.713 lumo_energy_ha=-0.1943 charge=+2 gap_ev=7.34
In -0.668032 0.504287 -0.525954 -0.57 0.26 -0.10
N -4.207019 -1.541252 0.856580 -0.03 0.04 0.01
C -3.124404 -1.301609 0.080558 0.06 -0.10 -0.14
S -3.190425 0.034341 -1.037007 0.17 0.16 -0.03
N -2.104948 -2.108310 0.207319 -0.07 -0.10 0.21
N -1.063709 -1.750774 -0.593138 0.40 0.34 0.01
C -0.420878 -2.620736 -1.274087 -0.15 -0.11 0.09
C -0.650959 -4.076345 -1.129732 -0.01 -0.03 -0.01
C -0.945546 -4.878095 -2.230207 0.02 0.07 0.02
C -1.163756 -6.236311 -2.059798 -0.02 -0.03 -0.02
C -1.065558 -6.802715 -0.797019 0.00 0.01 0.02
C -0.770246 -6.006525 0.302670 0.01 0.00 -0.04
C -0.579193 -4.645046 0.141872 0.03 0.03 0.02
C 0.508133 -2.086588 -2.304059 0.20 -0.01 0.12
C 1.402479 -2.920066 -2.959475 -0.03 0.00 0.03
C 2.169240 -2.406055 -3.993826 0.03 -0.02 -0.02
C 2.012714 -1.078357 -4.341142 -0.02 0.02 -0.01
C 1.124381 -0.304909 -3.606977 0.05 0.06 0.03
N 0.398369 -0.782451 -2.601654 0.06 0.09 0.30
H -5.069715 -1.080040 0.626385 0.00 0.01 0.00
H -4.260686 -2.441100 1.308113 -0.01 -0.02 -0.05
H -1.019560 -4.436210 -3.216510 -0.01 -0.02 -0.01
H -1.412092 -6.853699 -2.912658 0.02 0.01 0.00
H -1.224393 -7.865158 -0.668551 0.00 0.00 0.00
H -0.693832 -6.446913 1.288187 -0.01 0.01 0.00
H -0.380727 -4.017744 1.003184 0.01 -0.02 -0.03
H 1.490536 -3.954535 -2.662194 -0.02 -0.01 -0.01
H 2.865945 -3.039415 -4.526946 0.01 0.00 0.03
H 2.570183 -0.640453 -5.157325 -0.02 0.02 0.01
H 0.988915 0.745022 -3.832789 -0.01 0.09 0.03
C 1.730579 4.229177 1.221057 -0.02 -0.02 0.03
C 1.724313 2.992410 0.362337 0.10 0.49 0.15
O 0.751865 2.228213 0.395013 0.03 -0.64 -0.42
N 2.810546 2.815287 -0.396120 -0.04 -0.02 -0.12
C 3.018265 1.711773 -1.323893 -0.17 -0.29 0.10
C 3.490676 0.458514 -0.622813 0.22 -0.04 0.05
C 4.854997 0.254478 -0.443104 -0.03 0.11 -0.09
C 5.292215 -0.864057 0.241078 0.06 0.00 0.03
C 4.345323 -1.748118 0.727631 -0.01 -0.06 0.05
C 3.009498 -1.470449 0.502080 -0.15 0.04 -0.19
N 2.573838 -0.393271 -0.160127 -0.16 -0.01 -0.16
H 0.800351 4.284074 1.777932 -0.01 -0.01 0.00
H 1.832362 5.119038 0.598019 0.00 -0.01 0.01
H 2.566903 4.203893 1.921141 0.00 -0.02 -0.01
H 3.499271 3.549307 -0.381616 0.03 -0.02 0.08
H 3.768348 2.024592 -2.046631 -0.04 0.07 -0.05
H 2.089373 1.516652 -1.859749 0.03 0.00 0.01
H 5.560705 0.969918 -0.846683 0.02 -0.02 0.01
H 6.348912 -1.044940 0.388087 -0.01 0.01 0.00
H 4.633582 -2.639395 1.267395 -0.02 0.00 0.00
H 2.246228 -2.150813 0.859098 -0.10 -0.04 0.02
N -1.586179 0.727174 2.846332 0.12 -0.10 0.03
P -0.241887 -0.139086 2.270665 -0.06 0.00 0.10
C 1.105859 0.432967 3.372658 0.01 -0.02 -0.19
C 2.310695 0.916144 2.876831 0.02 0.03 0.02
C 3.301838 1.358271 3.745027 0.01 0.02 0.01
C 3.091040 1.325350 5.113725 0.00 -0.02 0.01
C 1.891994 0.834814 5.618754 -0.04 -0.01 0.00
C 0.909485 0.383180 4.754733 0.02 -0.01 -0.02
C -0.575307 -1.780112 2.994638 0.09 0.06 -0.07
C 0.498379 -2.620335 3.290384 0.03 0.03 -0.01
C 0.277143 -3.878523 3.827720 -0.03 -0.04 0.01
C -1.020280 -4.309605 4.075454 0.04 0.02 -0.03
C -2.090736 -3.474360 3.791719 0.00 0.03 -0.01
C -1.871746 -2.215108 3.249919 -0.04 -0.01 -0.01
C -2.222570 1.781165 2.218955 -0.07 0.13 -0.13
C -3.160640 2.530364 2.943124 0.01 -0.02 0.07
C -3.830199 3.549263 2.315216 -0.01 0.03 -0.02
C -3.560164 3.812794 0.972603 0.01 0.00 0.02
C -2.625458 3.033488 0.340467 0.01 0.04 0.06
N -1.952378 2.038351 0.943086 0.02 -0.06 0.03
H -1.772536 0.670946 3.838198 -0.05 -0.04 -0.01
H 2.483221 0.931130 1.812755 -0.01 0.01 -0.02
H 4.241306 1.726488 3.351290 -0.01 -0.02 -0.01
H 3.862587 1.666804 5.791180 -0.01 0.01 0.00
H 1.726379 0.793327 6.687107 0.02 0.00 0.00
H -0.002307 -0.035884 5.166714 0.00 0.01 0.00
H 1.516105 -2.281380 3.134839 0.01 0.02 0.00
H 1.116851 -4.515650 4.073043 0.00 0.00 -0.02
H -1.193263 -5.290209 4.498641 -0.01 0.01 0.02
H -3.101472 -3.801972 3.998107 0.00 0.00 0.00
H -2.713296 -1.572787 3.022826 0.03 -0.01 0.01
H -3.347279 2.293231 3.982732 0.00 -0.01 -0.01
H -4.558535 4.137429 2.857858 0.00 -0.01 0.00
H -4.070639 4.599645 0.437360 0.02 0.00 -0.01
H -2.377794 3.198198 -0.698157 -0.02 -0.02 -0.03
C -0.570535 5.707295 -3.713425 0.03 0.03 0.00
N -1.398486 4.622595 -4.222794 -0.01 0.08 0.06
C -2.271028 4.716335 -5.288975 0.04 0.03 0.02
C -2.825395 3.500256 -5.452723 -0.03 -0.01 0.01
N -2.284502 2.673178 -4.487422 0.07 0.06 -0.01
C -2.629890 1.274296 -4.302206 -0.02 -0.11 0.02
C -1.412563 3.368961 -3.736981 -0.14 -0.27 -0.21
Se -0.304560 2.808010 -2.339046 0.18 -0.09 0.26
H -0.877925 6.630299 -4.195637 -0.02 -0.01 -0.01
H 0.478754 5.515739 -3.929742 0.00 -0.02 -0.02
H -0.700806 5.795112 -2.637406 -0.02 0.00 0.00
H -2.416347 5.632787 -5.832062 0.02 0.01 0.02
H -3.554729 3.156254 -6.163993 0.01 -0.04 0.03
H -3.098497 0.906646 -5.210923 0.03 0.02 -0.02
H -3.322378 1.163689 -3.473913 -0.05 -0.02 0.04
H -1.732700 0.694515 -4.093204 0.01 0.03 0.02

=====

56
Properties=species:S:1:pos:R:3:forces:R:3 method="wB97M-V/def2-TZVPD" energy_ha=-6992.88426 mol_weight_g_mol=692.720 lumo_energy_ha=0.0074 smiles=ClCCCl.ClCCCl.ClCCCl.ClCCCl.ClCCCl.ClCCCl.ClCCCl gap_ev=10.90
Cl -8.642371 -5.201913 4.282388 0.33 0.36 -0.05
C -6.986566 -4.476164 4.166215 -0.73 -0.50 0.10
C -5.980006 -5.516436 3.673568 -0.30 1.13 -0.37
Cl -5.943063 -5.726025 1.854066 -0.01 0.27 1.06
H -6.704648 -4.134868 5.162271 -0.05 -0.45 0.18
H -7.066633 -3.542447 3.609571 0.12 -0.43 -0.54
H -6.163634 -6.512222 4.077038 0.11 0.33 0.12
H -5.058185 -5.057559 4.031036 0.54 -0.69 -0.51
Cl -6.605855 -5.900398 -6.591011 0.22 0.02 0.45
C -7.101745 -5.052070 -5.099466 0.59 1.01 0.72
C -6.082650 -3.996720 -4.543529 0.10 -0.18 -1.54
Cl -4.379835 -4.604537 -4.561876 -0.55 0.07 0.34
H -7.293175 -5.725773 -4.264255 -0.20 -0.42 -0.55
H -8.000712 -4.536769 -5.437729 -0.04 0.04 0.59
H -6.324925 -3.625796 -3.547631 -0.09 -0.47 -0.01
H -6.058602 -3.133001 -5.208000 -0.03 -0.06 0.01
Cl -0.456971 0.891230 -2.080131 0.82 0.08 -1.23
C -1.606386 0.978060 -0.771871 0.58 -0.26 0.62
C -2.129145 -0.448922 -0.559228 -1.21 0.82 0.29
Cl -2.882666 -0.500497 1.104808 0.26 -0.23 -0.69
H -2.323876 1.753670 -1.039738 -0.42 -0.56 0.11
H -1.030385 1.374929 0.064083 -0.25 -0.37 0.24
H -1.435725 -1.278913 -0.694782 0.38 0.53 0.46
H -2.917949 -0.628120 -1.289827 -0.16 -0.01 0.21
Cl 2.968668 7.296317 -0.562612 -0.30 0.00 0.55
C 1.695767 7.162045 0.705351 -1.09 -0.86 -0.29
C 2.127702 7.690750 2.053740 -0.59 0.35 0.01
Cl 0.641157 8.224784 3.029363 0.96 -0.24 -0.72
H 1.373246 6.121935 0.752703 0.46 -0.14 0.07
H 0.784341 7.645105 0.353146 0.39 0.55 -0.09
H 2.756517 8.550449 1.822231 -0.04 0.06 0.77
H 2.590989 6.939726 2.693610 0.22 0.27 -0.29
Cl 6.876369 3.410081 -1.137128 -0.21 -0.42 -0.17
C 6.465595 2.903136 -2.833318 0.78 1.00 0.55
C 7.227253 3.852552 -3.760023 -0.96 -0.71 -0.55
Cl 8.964519 3.436435 -3.850032 -0.39 0.37 0.11
H 5.388421 3.039508 -2.929204 0.14 -0.13 -0.12
H 6.781296 1.868000 -2.963449 -0.17 0.15 0.02
H 7.026366 4.895842 -3.516510 0.55 -0.10 0.35
H 6.801553 3.724059 -4.755195 0.27 -0.16 -0.19
Cl 1.216850 2.394740 5.582728 -0.08 -0.06 -0.49
C 1.306928 3.017839 7.224313 2.16 0.15 1.10
C 2.803946 3.545980 7.501241 -0.69 0.30 -1.10
Cl 4.078486 2.337274 7.223569 -0.12 -0.56 -0.06
H 1.111087 2.173606 7.885401 -0.21 0.25 0.04
H 0.563757 3.810204 7.313340 0.26 -0.04 0.23
H 3.123687 3.972011 8.452221 -1.12 -0.10 0.25
H 3.017066 4.305087 6.748612 -0.20 0.07 0.03
Cl 3.953227 -2.846027 -4.774176 -0.09 0.10 -0.12
C 4.490883 -4.258568 -3.849155 0.53 0.14 0.53
C 3.346078 -5.151238 -3.471185 -0.47 -0.34 -0.87
Cl 4.073543 -6.471291 -2.511253 -0.44 0.00 0.06
H 5.013237 -3.920232 -2.954308 -0.12 0.20 -0.08
H 5.217631 -4.822011 -4.434374 -0.17 0.12 -0.13
H 2.907346 -5.557230 -4.382654 0.22 -0.39 0.01
H 2.482199 -4.689606 -2.992965 0.55 0.17 0.61

=====

35
Properties=species:S:1:pos:R:3:forces:R:3 method="wB97M-V/def2-TZVPD" energy_ha=-877.54905 mol_weight_g_mol=246.263 lumo_energy_ha=0.0179 smiles="CC(C)[C@H](NC(=O)[C@@H](N)CCC(=O)O)C(=O)O" gap_ev=9.95
C 2.316778 -2.856915 0.969532 -0.32 -0.58 0.06
C 2.568566 -1.424073 0.312095 2.60 -0.96 2.66
C 2.670701 -1.429769 -1.193392 2.65 1.06 1.60
C 1.583944 -0.378806 0.850889 0.52 0.04 -0.52
N 0.246604 -0.882433 0.512220 -0.24 1.15 0.99
C -0.873257 -0.474046 1.222458 2.97 0.29 0.96
O -0.769159 -0.100619 2.418299 -0.98 -0.79 -2.96
C -2.108080 -0.540374 0.362905 -1.99 -0.14 0.27
N -3.212894 -0.416415 1.316198 -0.35 -0.25 -0.06
C -2.154104 0.515009 -0.775400 0.66 -0.98 -0.57
C -2.063991 1.918349 -0.334166 -1.85 0.88 2.54
C -1.793898 2.931148 -1.369076 1.83 1.50 0.30
O -0.662718 3.030756 -1.824166 -1.84 0.55 -0.60
O -2.812741 3.875064 -1.585509 1.40 -2.40 0.44
C 1.852448 1.053984 0.194957 0.79 -5.35 5.69
O 2.586179 1.816566 0.715326 1.97 1.87 0.14
O 0.996385 1.265180 -0.667307 -2.81 0.08 -3.73
H 3.110012 -3.621695 0.709697 -0.45 1.20 0.17
H 2.374809 -2.708139 2.108974 -0.48 -0.45 -1.68
H 1.358512 -3.419095 0.629233 1.24 1.40 0.81
H 3.613224 -1.185506 0.807512 -1.81 0.02 -1.26
H 2.689560 -0.450443 -1.599884 -0.27 1.08 -0.38
H 1.913561 -1.961227 -1.582629 -2.80 -1.91 -1.71
H 3.607935 -1.837877 -1.537345 0.28 -0.57 0.06
H 1.710906 -0.161754 1.928481 -0.37 -0.64 -0.54
H 0.114221 -0.935036 -0.486890 -0.13 -0.17 0.03
H -2.188658 -1.502149 -0.218076 0.46 0.53 0.91
H -3.805620 -1.239312 1.212484 0.08 0.47 0.56
H -2.824350 -0.316636 2.276203 -0.55 -0.31 -0.95
H -1.251145 0.351883 -1.332742 0.40 -0.41 -0.83
H -3.018305 0.385141 -1.463711 0.46 -0.28 0.64
H -1.415495 2.006758 0.588990 -0.20 0.26 -1.34
H -3.050494 2.161810 0.026328 -0.46 0.17 0.57
H -2.489730 4.377977 -2.325756 0.22 0.79 -0.63
H 1.180294 2.152694 -0.866731 -0.60 2.85 -1.63

=====

HOMO level for the records above, in order: -12.63; -10.70; -9.47 eV
Energy above the lowest of the compared OMol25 structures with the same formula, charge and spin for the records above, in order: 88.4; 207.4; 237.8 kJ/mol